Below is a cluster of 3 separate species, C7H10 in total, with properties calculated with ωB97M-V/def2-TZVPD.

XYZ file:
```
17
Properties=species:S:1:pos:R:3:forces:R:3:nbo_charge:R:1
C -1.310 -0.688 1.096 -0.03 -0.15 0.19 -0.384
C -1.903 0.116 -0.029 -0.14 0.09 -0.11 -0.406
C -0.422 -0.030 0.072 0.11 0.10 -0.14 -0.125
C 0.534 1.070 0.412 0.03 -0.05 0.15 -0.258
C 1.819 0.486 0.389 -0.06 0.06 -0.07 -0.234
C 1.762 -0.657 -0.398 -0.03 0.04 -0.07 -0.238
C 0.443 -0.799 -0.876 -0.01 -0.14 0.09 -0.250
H -1.407 -1.769 1.063 0.03 0.17 -0.02 0.219
H -1.328 -0.268 2.097 0.01 -0.04 -0.17 0.219
H -2.334 1.085 0.209 0.10 -0.14 -0.03 0.218
H -2.413 -0.419 -0.826 0.11 0.07 0.12 0.219
H 0.458 1.340 -1.130 0.01 -0.10 -0.05 0.062
H 0.260 1.932 1.016 0.05 -0.16 -0.09 0.230
H 2.723 0.947 0.771 -0.14 -0.06 -0.06 0.220
H 2.615 -1.237 -0.735 -0.14 0.10 0.05 0.220
H 0.418 0.543 -1.680 0.03 0.09 0.10 0.061
H 0.085 -1.650 -1.452 0.06 0.14 0.11 0.228
```
Forces are in eV/Å.

- molar mass (g mol⁻¹) = 94.2
- E_tot (eV) = -7417.034
- highest occupied orbital energy (Ha) = -0.3396
- F_max (eV Å⁻¹) = 0.24
- LUMO (eV) = 1.05
- ΔE to the lowest compared entry with this formula, charge and spin (eV) = 4.001